{
  "formula": "C21H46BrNO3P",
  "method": "ωB97M-V with the def2-TZVPD basis set",
  "charge": 1,
  "homo_ev": -11.39,
  "energy_ha": -4023.19365,
  "molar_mass_da": 471.5,
  "species": ["C", "O", "C", "C", "C", "N", "C", "O", "O", "Br", "H", "H", "H", "H", "H", "H", "H", "H", "H", "H", "C", "C", "C", "C", "P", "C", "C", "C", "C", "C", "C", "C", "C", "C", "C", "C", "C", "H", "H", "H", "H", "H", "H", "H", "H", "H", "H", "H", "H", "H", "H", "H", "H", "H", "H", "H", "H", "H", "H", "H", "H", "H", "H", "H", "H", "H", "H", "H", "H", "H", "H", "H", "H"],
  "positions_angstrom": [[-3.893350, 1.256607, -4.192775], [-4.083686, 2.083045, -5.430764], [-2.747714, 2.439217, -5.994458], [-2.268294, 1.400993, -7.202875], [-1.254861, 0.300832, -6.454027], [0.144527, 0.833523, -6.653236], [0.807230, 1.270579, -5.368202], [0.674744, 0.711856, -4.163520], [1.763783, 2.422662, -5.467664], [1.267725, 3.746334, -4.301734], [-3.131488, 1.766950, -3.444703], [-3.574818, 0.150178, -4.439430], [-4.975376, 1.215730, -3.694131], [-1.932826, 2.564126, -5.150667], [-2.882304, 3.494149, -6.528894], [-3.237935, 0.907768, -7.633524], [-1.665829, 1.981435, -8.052822], [-1.430883, -0.750691, -6.984872], [-1.586319, 0.160611, -5.341107], [0.744480, 0.211574, -7.237578], [4.567726, -1.338901, 3.368227], [3.280600, -1.156668, 4.160179], [2.211931, -2.190594, 3.813855], [1.475146, -1.971175, 2.490091], [0.202191, -0.734187, 2.414867], [-0.894113, -1.028333, 3.829359], [-1.484996, -2.411510, 4.098662], [-2.613449, -2.904161, 3.188877], [-3.752875, -1.919389, 2.980973], [-0.821390, -0.978565, 0.988417], [-0.305806, -0.880355, -0.438464], [0.001898, 0.510461, -0.974591], [-1.058591, 1.565128, -0.700801], [0.709479, 0.941923, 2.705207], [1.593922, 1.809974, 1.816500], [2.856331, 1.179619, 1.234945], [4.134475, 1.702323, 1.869926], [4.390818, -1.305143, 2.290502], [5.276064, -0.542701, 3.620927], [5.037790, -2.294717, 3.606106], [2.900543, -0.144668, 4.024293], [3.525405, -1.249491, 5.225204], [1.486420, -2.217722, 4.631974], [2.682561, -3.181608, 3.792346], [0.968761, -2.919062, 2.264301], [2.188184, -1.846703, 1.672091], [-1.690971, -0.278285, 3.801630], [-0.298198, -0.766489, 4.713395], [-1.879534, -2.401167, 5.123489], [-0.686915, -3.161387, 4.090733], [-3.030408, -3.819300, 3.628253], [-2.212426, -3.216810, 2.223202], [-4.299439, -1.756491, 3.913940], [-4.456157, -2.312839, 2.238454], [-3.407246, -0.950572, 2.614724], [-1.734892, -0.387268, 1.094523], [-1.145919, -2.018619, 1.060221], [-1.071402, -1.317461, -1.093805], [0.584593, -1.510718, -0.548311], [0.154450, 0.445050, -2.058903], [0.960096, 0.829335, -0.578594], [-1.973709, 1.359180, -1.266268], [-0.684094, 2.552202, -0.996740], [-1.314007, 1.631204, 0.359044], [1.138996, 0.972223, 3.711896], [-0.230496, 1.503067, 2.805018], [1.863759, 2.707330, 2.389384], [0.986363, 2.200678, 0.997733], [2.917882, 1.420919, 0.167222], [2.821173, 0.095336, 1.296086], [4.283028, 2.758081, 1.623933], [4.996804, 1.152933, 1.494013], [4.112840, 1.608618, 2.958738]],
  "atomic_forces_ev_per_a": [[-1.2, 0.1, 0.1], [3.0, -0.9, 1.5], [-0.2, 1.2, -1.8], [0.2, 0.1, 1.6], [-2.0, -0.6, -1.3], [1.1, 0.2, 3.1], [0.3, -2.4, 4.5], [0.2, 3.5, -7.5], [-2.5, -2.5, -0.4], [0.2, -0.2, -0.1], [-1.5, -1.0, -1.6], [-0.5, 2.2, 0.4], [2.5, 0.1, -1.0], [-1.6, -0.4, -1.6], [0.1, -2.2, 1.4], [1.9, 0.9, 0.8], [-1.4, -1.4, 2.0], [0.8, 2.2, 1.1], [1.1, 0.4, -2.1], [-0.5, 1.0, 0.8], [0.1, 0.2, 0.0], [0.3, -0.2, 0.2], [0.0, 0.3, 0.6], [0.7, -1.1, -0.4], [-0.7, -0.1, 0.7], [0.0, 0.2, 0.6], [-0.1, -0.5, 0.0], [0.0, -0.2, -0.1], [-0.2, -0.1, -0.1], [-0.6, -0.5, -0.9], [0.3, 0.1, -0.7], [0.2, 0.1, -0.3], [0.1, 0.1, -0.1], [0.1, 1.4, 0.6], [-0.1, 0.3, -0.8], [0.3, 0.3, -0.3], [0.2, 0.0, 0.1], [0.1, 0.0, 0.0], [-0.1, -0.2, -0.1], [0.0, 0.0, 0.0], [0.0, 0.1, 0.0], [-0.1, 0.0, -0.1], [0.0, -0.1, -0.1], [-0.2, 0.1, -0.1], [-0.2, 0.2, -0.1], [-0.1, 0.1, 0.0], [0.1, 0.0, -0.2], [0.0, 0.1, -0.2], [0.2, 0.1, -0.1], [0.0, 0.0, 0.1], [0.2, 0.1, 0.0], [0.0, 0.0, 0.0], [0.0, 0.1, -0.1], [0.1, 0.1, 0.2], [-0.1, 0.0, 0.0], [0.1, 0.1, 0.2], [-0.1, 0.0, 0.4], [0.1, -0.1, 0.3], [-0.1, 0.0, -0.1], [0.0, -0.1, 0.3], [0.2, 0.2, 0.1], [0.1, 0.1, 0.1], [-0.2, -0.2, 0.0], [-0.1, 0.1, 0.0], [-0.1, -0.4, 0.0], [-0.1, -0.3, 0.1], [-0.1, -0.3, 0.1], [-0.1, -0.1, 0.1], [-0.1, -0.2, 0.1], [0.0, -0.1, 0.0], [-0.1, -0.1, 0.1], [0.1, 0.0, 0.1], [0.1, 0.0, 0.0]]
}

---

{
  "formula": "H18O9",
  "method": "ωB97M-V with the def2-TZVPD basis set",
  "smiles": "O.O.O.O.O.O.O.O.O",
  "e_above_lowest_ev": 1.574,
  "homo_ev": -11.00,
  "energy_ha": -687.96794,
  "molar_mass_da": 162.1,
  "species": ["O", "H", "H", "O", "H", "H", "O", "H", "H", "O", "H", "H", "O", "H", "H", "O", "H", "H", "O", "H", "H", "O", "H", "H", "O", "H", "H"],
  "positions_angstrom": [[3.078321, 2.187866, -0.265724], [2.570018, 2.069805, -1.085263], [2.760619, 1.478213, 0.304846], [-0.232209, -2.540742, 2.031122], [-0.861122, -2.966087, 1.429290], [0.596719, -3.074977, 1.970713], [-0.179734, -0.398113, 0.265325], [-0.101253, 0.558743, 0.436463], [-0.134772, -0.825953, 1.137291], [1.722958, 0.460153, -2.133275], [0.916073, -0.067917, -2.217888], [2.351869, 0.054991, -2.773917], [2.466892, -2.131889, 0.044320], [1.990965, -1.470075, 0.568320], [2.437149, -1.742981, -0.835454], [0.429233, 2.429671, 0.870200], [0.974105, 3.198682, 0.627959], [-0.434279, 2.758549, 1.206622], [-2.444882, 2.312203, 1.607909], [-2.625345, 1.449930, 1.160992], [-2.729831, 3.008499, 1.012039], [-2.967374, 0.009563, 0.049665], [-3.712860, -0.543596, -0.204716], [-2.175150, -0.477183, -0.233622], [-1.604539, -1.757625, -1.637902], [-1.291981, -2.523409, -2.162611], [-0.799584, -1.456326, -1.172691]],
  "atomic_forces_ev_per_a": [[-0.1, 0.2, -0.2], [0.2, -0.2, 0.4], [0.0, 0.1, -0.1], [0.8, -0.6, -0.1], [0.2, 0.0, 0.2], [-1.0, 0.6, 0.0], [0.3, 0.4, 0.2], [0.2, 0.0, -0.2], [-0.2, -0.2, -0.1], [0.6, -0.9, -0.8], [0.1, 0.3, 0.1], [-0.6, 0.5, 0.6], [-0.2, 0.2, 0.2], [0.1, -0.2, -0.2], [0.1, 0.0, 0.0], [-0.5, 0.5, 0.1], [-0.2, -0.5, 0.1], [0.5, -0.3, -0.1], [0.3, -0.4, 0.0], [-0.1, 0.7, 0.1], [-0.2, -0.2, -0.2], [0.0, -0.1, 0.1], [0.1, 0.1, 0.0], [-0.4, 0.3, 0.2], [1.0, -0.9, -0.6], [-0.5, 0.6, 0.4], [-0.3, 0.0, 0.1]]
}

---

{
  "formula": "C36H39N5O8V",
  "method": "ωB97M-V with the def2-TZVPD basis set",
  "multiplicity": 2,
  "homo_ev": [-6.28, -6.56],
  "energy_ha": -3214.75930,
  "molar_mass_da": 720.7,
  "species": ["V", "C", "C", "C", "C", "C", "C", "C", "C", "C", "C", "C", "C", "C", "C", "C", "C", "C", "H", "H", "H", "H", "H", "H", "H", "H", "H", "H", "H", "H", "H", "H", "H", "H", "H", "H", "H", "H", "H", "H", "H", "H", "H", "H", "H", "H", "H", "O", "N", "O", "C", "C", "C", "C", "C", "C", "N", "C", "C", "N", "C", "C", "C", "C", "H", "H", "H", "H", "H", "H", "H", "O", "C", "O", "C", "C", "C", "C", "C", "C", "N", "O", "O", "N", "O", "O", "H", "H", "H"],
  "positions_angstrom": [[0.116499, -0.239550, 0.248393], [-1.328774, -1.664595, -0.785544], [-0.045376, -2.214935, -1.067131], [0.540171, -2.557172, 0.205125], [-0.411381, -2.202822, 1.203795], [-1.587997, -1.704098, 0.598696], [-2.948677, -1.647696, 1.277129], [-2.898231, -0.959485, 2.644197], [-3.366672, -3.111967, 1.508353], [-4.014356, -1.013035, 0.383296], [1.765243, -3.378418, 0.649850], [1.311174, -4.844059, 0.780566], [2.240680, -2.926926, 2.040579], [2.993409, -3.328706, -0.256136], [0.296871, -2.580365, -2.529292], [-0.830184, -2.106155, -3.459439], [1.573911, -1.983919, -3.130911], [0.330803, -4.113177, -2.650994], [-2.035364, -1.342353, -1.530449], [-0.287561, -2.376540, 2.260382], [-2.251920, -1.511245, 3.330826], [-3.898690, -0.930003, 3.084034], [-2.506523, 0.054358, 2.595927], [-2.638917, -3.629979, 2.135323], [-3.439737, -3.648437, 0.559529], [-4.341014, -3.153827, 2.004282], [-3.833416, 0.041768, 0.177994], [-4.989981, -1.095198, 0.868320], [-4.081416, -1.532023, -0.575469], [0.434670, -4.914475, 1.427817], [2.112796, -5.443106, 1.222663], [1.052927, -5.283260, -0.182277], [1.511291, -3.158635, 2.817822], [2.447842, -1.857934, 2.064275], [3.158180, -3.464568, 2.293023], [2.788789, -3.640746, -1.273051], [3.751933, -4.007127, 0.142568], [3.437852, -2.331936, -0.275902], [-0.965172, -1.022664, -3.406324], [-1.782603, -2.588792, -3.234052], [-0.563476, -2.357323, -4.488245], [1.446168, -0.919744, -3.327400], [1.769883, -2.469195, -4.091434], [2.456378, -2.108144, -2.513905], [-0.549080, -4.557953, -2.180095], [1.213712, -4.552016, -2.193469], [0.333598, -4.396194, -3.707199], [0.784659, 5.505404, -4.720388], [1.331618, 4.458246, -4.463322], [2.343420, 4.075848, -5.003605], [0.776659, 3.637424, -3.349607], [-0.440100, 4.010449, -2.920140], [-1.106103, 3.299125, -1.866115], [-2.312850, 3.701751, -1.308557], [-2.807228, 2.965664, -0.242799], [-2.110635, 1.860465, 0.213124], [-0.971837, 1.409422, -0.336027], [-0.475803, 2.154703, -1.365239], [0.797353, 1.762281, -1.829568], [1.304946, 0.681370, -1.180000], [2.591622, 0.394779, -1.401553], [3.372084, 1.091483, -2.298920], [2.838057, 2.145855, -3.024634], [1.514666, 2.516412, -2.787742], [-0.917732, 4.866528, -3.373680], [-2.826309, 4.581042, -1.676716], [-3.720974, 3.252060, 0.260055], [-2.458888, 1.311818, 1.072991], [2.996206, -0.416838, -0.817900], [4.407688, 0.809708, -2.428964], [3.446932, 2.679479, -3.729774], [1.846876, 0.309105, 1.428465], [1.063170, 0.801775, 2.282816], [-0.181632, 0.646938, 2.159044], [1.607810, 1.587255, 3.430953], [2.981820, 1.693798, 3.604322], [3.455046, 2.426542, 4.673371], [2.628905, 3.064059, 5.578345], [1.271599, 2.934739, 5.362584], [0.739237, 2.211696, 4.314964], [0.344442, 3.610200, 6.305146], [0.835383, 4.201148, 7.242082], [-0.841643, 3.530802, 6.072053], [4.923351, 2.542631, 4.865485], [5.636928, 1.991288, 4.055742], [5.311269, 3.190553, 5.813559], [3.659613, 1.214799, 2.913663], [3.023359, 3.632270, 6.405141], [-0.329048, 2.130981, 4.180255]],
  "atomic_forces_ev_per_a": [[-0.2, -0.2, 0.0], [-0.1, -0.2, 0.0], [0.1, -0.1, -0.1], [0.1, 0.0, 0.0], [0.0, -0.1, 0.0], [0.0, -0.1, 0.1], [0.0, 0.0, 0.0], [0.0, 0.0, 0.0], [0.0, 0.0, 0.0], [-0.1, 0.0, 0.0], [-0.1, 0.0, 0.0], [0.0, 0.0, 0.0], [0.0, 0.0, 0.1], [0.0, 0.0, 0.0], [-0.1, 0.0, 0.0], [0.0, 0.0, -0.1], [0.0, 0.0, 0.0], [0.0, 0.0, 0.0], [0.0, 0.0, 0.0], [0.0, 0.0, 0.0], [0.0, 0.0, 0.0], [0.0, 0.0, 0.0], [0.0, 0.0, 0.0], [0.0, 0.0, 0.0], [0.0, 0.0, 0.0], [0.0, 0.0, 0.0], [0.0, -0.1, 0.0], [0.0, 0.0, 0.0], [0.0, 0.0, 0.0], [0.0, 0.0, 0.0], [0.0, 0.0, 0.0], [0.0, 0.0, 0.0], [0.0, 0.0, 0.0], [0.0, 0.0, 0.0], [0.0, 0.0, 0.0], [0.0, 0.0, -0.1], [0.0, 0.0, 0.0], [0.0, 0.0, 0.0], [0.0, 0.0, 0.0], [0.0, 0.0, 0.0], [0.0, 0.0, 0.0], [0.0, 0.0, 0.0], [0.0, 0.0, 0.0], [0.0, 0.0, 0.1], [0.0, 0.0, 0.0], [0.0, 0.0, 0.0], [0.0, 0.0, 0.0], [-0.4, 0.1, -0.2], [0.3, 0.2, 0.8], [0.2, -0.4, -0.3], [0.2, 0.0, -0.3], [-0.2, -0.1, 0.2], [0.1, 0.1, -0.3], [-0.2, 0.0, 0.1], [0.0, 0.1, -0.1], [0.1, -0.2, 0.1], [0.0, 0.3, -0.2], [-0.1, 0.0, 0.2], [0.2, 0.0, 0.0], [0.3, 0.3, -0.1], [-0.1, -0.1, 0.1], [0.0, 0.1, -0.1], [0.0, -0.1, 0.1], [-0.2, 0.0, -0.1], [0.0, 0.0, 0.0], [0.0, 0.0, 0.0], [0.0, 0.0, 0.0], [0.0, 0.0, 0.0], [0.0, 0.0, 0.0], [0.0, 0.0, 0.0], [0.0, 0.1, -0.1], [-0.1, 0.0, 0.1], [-0.1, -0.2, 0.0], [0.2, 0.3, 0.1], [0.0, -0.1, 0.0], [-0.1, 0.0, 0.0], [0.2, 0.0, 0.1], [0.0, -0.1, -0.1], [-0.1, 0.1, 0.2], [0.0, 0.0, 0.0], [0.1, 0.0, -0.1], [0.0, 0.0, 0.0], [-0.1, 0.0, 0.0], [-0.1, 0.1, -0.1], [0.0, 0.0, 0.0], [0.0, 0.0, 0.0], [0.0, 0.0, 0.0], [0.0, 0.0, 0.0], [0.0, 0.0, 0.0]]
}

---

{
  "formula": "C22H23AsN5S6Sc",
  "method": "ωB97M-V with the def2-TZVPD basis set",
  "e_above_lowest_ev": 0.551,
  "homo_ev": -6.43,
  "energy_ha": -6511.70409,
  "molar_mass_da": 669.7,
  "species": ["Sc", "S", "As", "S", "S", "S", "S", "C", "N", "C", "C", "N", "C", "C", "C", "C", "C", "C", "C", "C", "S", "C", "C", "C", "C", "C", "C", "C", "H", "H", "H", "H", "H", "H", "H", "H", "H", "H", "H", "H", "H", "H", "H", "H", "H", "H", "N", "C", "C", "N", "C", "C", "N", "H", "H", "H", "H", "H"],
  "positions_angstrom": [[0.181506, 0.133142, -0.041893], [-2.235048, -0.386574, 3.670647], [-0.470869, -1.036037, 2.767497], [0.742522, 0.845737, 2.195667], [-0.961324, -1.840975, 0.693841], [0.835021, -2.340898, 3.729990], [-0.295301, 2.591390, -0.913469], [1.047746, 3.170891, -0.111128], [1.142276, 4.406261, 0.327259], [2.367480, 4.869355, 1.004680], [2.860219, 3.747138, 1.860979], [3.154909, 2.592085, 1.002574], [4.413807, 1.887367, 1.318618], [5.593072, 2.744735, 0.932378], [5.825080, 3.043102, -0.409555], [6.893489, 3.848249, -0.770013], [7.741808, 4.359712, 0.207149], [7.518826, 4.061493, 1.542127], [6.442753, 3.257708, 1.903485], [2.301130, 2.247781, 0.081902], [2.515047, 0.907186, -0.937320], [0.068642, 5.396412, 0.046873], [0.010307, 6.501558, 1.064084], [-0.499117, 6.230441, 2.332104], [-0.546862, 7.228669, 3.292715], [-0.094191, 8.507683, 2.988797], [0.404302, 8.785794, 1.724305], [0.459098, 7.781769, 0.764412], [2.114466, 5.724757, 1.622290], [3.111544, 5.176924, 0.265364], [2.094831, 3.442592, 2.580727], [3.765702, 4.023700, 2.393761], [4.403655, 0.935496, 0.801697], [4.403800, 1.691834, 2.391199], [5.171944, 2.631478, -1.172510], [7.072829, 4.069800, -1.814210], [8.578973, 4.984511, -0.075908], [8.180188, 4.451065, 2.305077], [6.272057, 3.018076, 2.947758], [-0.864249, 4.839389, 0.045600], [0.220410, 5.783281, -0.962833], [-0.859890, 5.233520, 2.566263], [-0.945718, 7.011143, 4.274891], [-0.137879, 9.288139, 3.737355], [0.749353, 9.782927, 1.483249], [0.848475, 7.998035, -0.224776], [-3.494112, -1.613906, -3.836593], [-2.188027, -1.271231, -3.677614], [-1.701842, -0.854943, -2.426268], [-0.434264, -0.535424, -2.257038], [0.389949, -0.627390, -3.310723], [-0.100841, -1.046298, -4.527754], [-1.380807, -1.362118, -4.726885], [-4.163698, -1.478720, -3.103227], [-3.815075, -1.852593, -4.756916], [-2.344154, -0.829226, -1.554167], [1.425530, -0.357752, -3.179334], [0.561956, -1.132638, -5.380520]],
  "atomic_forces_ev_per_a": [[-0.2, -0.5, 0.7], [0.1, 0.1, -0.2], [-0.3, -0.3, 0.7], [-0.1, -0.1, -0.5], [0.3, 0.5, -0.2], [0.0, 0.1, -0.2], [-0.3, 0.0, -0.3], [0.6, -0.5, 0.2], [0.2, 0.5, 0.0], [-0.2, -0.1, -0.1], [0.0, -0.3, 0.0], [0.3, 0.4, 0.3], [-0.2, 0.0, 0.0], [0.0, 0.0, 0.0], [0.0, 0.0, 0.0], [0.0, 0.0, 0.0], [0.0, 0.0, 0.0], [0.0, 0.0, 0.0], [0.1, 0.0, 0.0], [-0.5, 0.1, -0.1], [0.3, 0.2, -0.2], [0.1, -0.1, 0.1], [0.0, 0.0, 0.0], [0.0, 0.0, 0.0], [0.0, 0.0, 0.0], [0.0, 0.0, 0.0], [0.0, -0.1, 0.0], [0.0, 0.0, 0.0], [0.0, 0.0, 0.0], [0.0, 0.0, 0.0], [0.0, 0.0, 0.1], [0.1, 0.0, -0.1], [0.0, -0.1, -0.1], [0.0, 0.0, 0.0], [0.0, 0.0, 0.0], [0.0, 0.0, 0.0], [0.0, 0.0, 0.0], [0.0, 0.0, 0.0], [0.0, 0.0, 0.0], [0.0, 0.0, 0.0], [0.0, 0.0, 0.0], [0.0, 0.0, 0.0], [0.0, 0.0, 0.0], [0.0, 0.0, 0.0], [0.0, 0.0, 0.0], [0.0, 0.0, 0.0], [0.2, 0.1, 0.0], [-0.2, -0.1, -0.1], [0.0, 0.0, 0.1], [0.1, 0.1, 0.1], [-0.1, 0.0, -0.1], [-0.1, 0.0, -0.1], [0.2, 0.0, 0.0], [0.0, 0.0, 0.0], [0.0, 0.0, 0.0], [0.0, 0.0, 0.0], [0.0, 0.0, 0.0], [0.0, 0.0, 0.0]]
}